(1)
A molecular structure, C28H42MnNO2Si. Source: the Open Molecules 2025 dataset; level of theory: the ωB97M-V functional and the def2-TZVPD basis.

Element x y z (Å)
O: -0.51 -0.63 -4.36
C: -0.41 0.54 -5.29
C: -0.32 -0.30 -6.55
H: 0.45 1.19 -5.08
H: -1.34 1.13 -5.21
C: -0.36 -1.48 -5.54
H: 0.62 -0.21 -7.11
H: -1.20 -0.20 -7.17
C: 0.96 -2.24 -5.50
H: 1.76 -1.58 -5.15
H: 1.22 -2.60 -6.51
H: 0.85 -3.10 -4.84
C: -1.57 -2.40 -5.72
H: -2.50 -1.85 -5.55
H: -1.50 -3.21 -4.98
H: -1.57 -2.83 -6.73
Mn: -1.10 -1.37 0.36
C: -2.49 -1.43 1.95
C: -1.95 -0.09 1.93
C: -2.26 0.49 0.66
H: -1.48 0.41 2.76
C: -2.99 -0.51 -0.13
C: -3.15 -1.68 0.69
H: -3.71 -2.58 0.44
H: -2.47 -2.08 2.82
H: -2.09 1.54 0.42
H: -3.46 -0.33 -1.09
C: -0.11 -2.68 1.79
C: -0.83 -3.44 0.82
C: -0.28 -3.15 -0.48
H: -1.61 -4.17 1.03
C: 0.77 -2.18 -0.29
C: 0.87 -1.89 1.11
H: 1.62 -1.27 1.60
H: -0.19 -2.74 2.87
H: -0.56 -3.60 -1.42
H: 1.45 -1.81 -1.05
O: 1.91 1.25 -2.87
C: 0.82 0.56 -2.19
C: -0.46 1.36 -2.39
H: 1.05 0.40 -1.11
H: 0.74 -0.43 -2.65
C: -0.02 2.75 -2.86
H: -1.15 1.31 -1.55
H: -0.99 0.85 -3.20
C: 1.50 2.62 -3.11
H: -0.18 3.45 -2.04
H: -0.56 3.08 -3.74
H: 2.03 3.28 -2.40
H: 1.80 2.90 -4.14
C: 1.72 1.57 1.08
Si: 1.74 1.76 2.94
C: 3.50 1.57 3.60
C: 1.15 3.49 3.30
N: 0.68 0.59 3.69
C: 0.31 0.32 4.92
C: -0.62 -0.74 5.19
C: -1.19 -0.89 6.45
C: -0.83 -0.02 7.49
C: 0.14 0.98 7.29
C: 0.74 1.11 6.05
H: 2.38 2.34 0.62
H: 0.71 1.73 0.65
H: 2.09 0.60 0.71
H: 4.21 2.26 3.13
H: 3.54 1.74 4.68
H: 3.85 0.54 3.42
H: 0.28 3.77 2.70
H: 0.87 3.61 4.36
H: 1.97 4.20 3.09
H: -0.92 -1.37 4.35
H: -1.93 -1.68 6.60
H: -1.33 -0.10 8.46
H: 0.41 1.66 8.10
H: 1.50 1.88 5.88

Expectation value of S²   8.76
Net charge   -1
E_LUMO (spin up / spin down)   0.078 / 0.078 hartree
Spin multiplicity   6
E_HOMO (spin up / spin down)   -2.72 / -2.72 eV

(2)
A molecular structure, C28H42N2S2SbSi3Tl. Source: the Open Molecules 2025 dataset; level of theory: the ωB97M-V functional and the def2-TZVPD basis.

Element x y z (Å)
Tl: 2.36 -1.15 -0.02
C: -0.20 3.29 0.57
Sb: 0.16 1.37 -0.37
C: 1.31 0.35 1.21
C: 0.77 -0.54 2.27
C: 0.06 -0.10 3.39
C: -0.30 -1.00 4.37
C: 0.05 -2.34 4.24
C: 0.76 -2.71 3.11
N: 1.11 -1.84 2.16
Si: 2.67 1.45 1.94
C: 3.57 2.31 0.54
C: 2.07 2.73 3.17
C: 3.85 0.37 2.92
C: -1.97 0.76 -0.69
C: -2.00 -0.74 -0.67
C: -3.10 -1.47 -1.15
C: -3.08 -2.84 -1.13
C: -1.97 -3.50 -0.63
C: -0.91 -2.72 -0.20
N: -0.92 -1.38 -0.22
Si: -2.22 1.36 -2.50
C: -4.01 1.39 -3.06
C: -1.59 3.11 -2.75
C: -1.27 0.21 -3.64
Si: -3.29 1.46 0.50
C: -3.64 3.29 0.24
C: -4.96 0.62 0.32
C: -2.82 1.18 2.29
H: 0.77 3.75 0.72
H: -0.73 3.23 1.52
H: -0.76 3.91 -0.12
H: -0.19 0.94 3.48
H: -0.85 -0.67 5.24
H: -0.21 -3.08 4.99
H: 1.07 -3.74 2.96
H: 2.93 3.01 0.00
H: 3.99 1.61 -0.18
H: 4.41 2.89 0.95
H: 1.31 3.42 2.80
H: 2.94 3.33 3.47
H: 1.69 2.26 4.08
H: 4.21 -0.51 2.39
H: 3.35 0.02 3.83
H: 4.72 0.95 3.22
H: -3.96 -0.94 -1.53
H: -3.93 -3.41 -1.50
H: -1.90 -4.58 -0.59
H: -0.01 -3.18 0.18
H: -4.66 1.99 -2.41
H: -4.46 0.40 -3.16
H: -4.03 1.85 -4.05
H: -2.12 3.84 -2.13
H: -1.79 3.37 -3.79
H: -0.52 3.23 -2.59
H: -1.57 -0.83 -3.52
H: -0.20 0.27 -3.46
H: -1.46 0.50 -4.68
H: -4.05 3.48 -0.76
H: -2.78 3.94 0.39
H: -4.41 3.58 0.96
H: -5.38 0.66 -0.69
H: -5.65 1.14 0.99
H: -4.93 -0.43 0.63
H: -2.00 1.82 2.62
H: -2.53 0.14 2.44
H: -3.68 1.39 2.93
S: 1.91 -2.43 -2.04
C: 3.55 -3.03 -2.35
C: 3.68 -3.86 -3.47
C: 4.89 -4.40 -3.84
C: 6.02 -4.14 -3.07
C: 5.91 -3.33 -1.95
C: 4.68 -2.76 -1.57
S: 4.73 -1.75 -0.13
H: 2.79 -4.06 -4.07
H: 4.96 -5.04 -4.71
H: 6.98 -4.56 -3.33
H: 6.78 -3.12 -1.35

Net charge   0
E_LUMO   0.017 hartree
E_HOMO   -7.43 eV

(3)
7 unconnected molecules or ions with the total composition C28H42O21. Source: the Open Molecules 2025 dataset; level of theory: the ωB97M-V functional and the def2-TZVPD basis.

Element x y z (Å)
C: -7.70 0.14 0.59
C: -6.93 -0.35 1.85
C: -5.73 0.52 2.17
O: -5.86 0.79 3.54
C: -7.13 0.39 3.85
O: -7.63 0.49 4.96
O: -7.72 -0.26 2.88
H: -7.06 0.28 -0.29
H: -8.17 1.11 0.73
H: -8.41 -0.61 0.23
H: -6.65 -1.38 1.65
H: -5.77 1.48 1.64
H: -4.82 0.01 1.87
C: -2.08 -2.28 -3.38
C: -2.86 -1.92 -4.64
C: -3.82 -2.99 -4.94
O: -5.06 -2.29 -5.05
C: -4.89 -0.98 -4.59
O: -5.84 -0.16 -4.42
O: -3.60 -0.77 -4.23
H: -2.71 -2.76 -2.63
H: -1.54 -1.42 -2.98
H: -1.33 -3.00 -3.70
H: -2.23 -1.64 -5.48
H: -3.78 -3.80 -4.21
H: -3.70 -3.36 -5.95
C: 1.92 0.40 0.96
C: 0.60 0.68 0.28
C: -0.20 -0.61 0.02
O: -1.52 -0.17 0.16
C: -1.52 0.97 0.96
O: -2.54 1.46 1.40
O: -0.25 1.39 1.14
H: 1.88 -0.06 1.94
H: 2.38 1.38 1.12
H: 2.50 -0.10 0.19
H: 0.67 1.28 -0.63
H: 0.14 -1.43 0.65
H: -0.20 -0.91 -1.03
C: 2.21 5.41 -3.43
C: 1.20 4.21 -3.36
C: 0.77 3.77 -4.73
O: 1.15 2.39 -4.62
C: 1.73 2.06 -3.44
O: 2.10 0.92 -3.06
O: 1.87 3.17 -2.79
H: 3.25 5.09 -3.41
H: 2.07 6.15 -2.65
H: 1.90 5.97 -4.31
H: 0.32 4.52 -2.79
H: 1.16 4.42 -5.51
H: -0.31 3.78 -4.87
C: -2.05 -0.10 5.95
C: -2.21 -0.33 4.48
C: -1.14 -1.27 3.81
O: -1.98 -2.06 3.00
C: -3.37 -1.81 3.24
O: -4.25 -2.37 2.69
O: -3.45 -0.91 4.18
H: -1.47 0.81 6.13
H: -1.45 -0.85 6.46
H: -3.03 -0.01 6.41
H: -2.16 0.65 4.00
H: -0.62 -1.93 4.52
H: -0.48 -0.77 3.11
C: 6.17 1.76 0.20
C: 5.66 0.66 -0.69
C: 5.75 1.09 -2.14
O: 6.46 0.09 -2.75
C: 7.03 -0.68 -1.85
O: 7.90 -1.45 -2.09
O: 6.52 -0.42 -0.67
H: 7.20 2.07 0.00
H: 6.26 1.64 1.28
H: 5.47 2.59 0.07
H: 4.67 0.26 -0.48
H: 6.33 2.01 -2.23
H: 4.83 1.30 -2.68
C: 4.98 -0.91 2.64
C: 4.88 -2.33 1.97
C: 4.47 -3.47 2.83
O: 3.50 -4.12 1.96
C: 3.03 -3.26 1.07
O: 2.08 -3.43 0.34
O: 3.86 -2.33 1.01
H: 4.00 -0.55 2.97
H: 5.52 -0.21 2.00
H: 5.66 -0.88 3.49
H: 5.76 -2.62 1.40
H: 4.13 -3.08 3.79
H: 5.30 -4.16 2.97

Net charge   0
E_LUMO   -0.001 hartree
SMILES string   C[C@H]1COC(=O)O1.C[C@H]1COC(=O)O1.C[C@H]1COC(=O)O1.C[C@H]1COC(=O)O1.C[C@H]1COC(=O)O1.C[C@H]1COC(=O)O1.C[C@H]1COC(=O)O1
E_HOMO   -10.14 eV

The records above give, respectively, energy above the lowest of the compared OMol25 structures with the same formula, charge and spin values of 0.0, 2.5, 410.6 kJ/mol.